(1)
86
Properties=species:S:1:pos:R:3 method="wB97M-V/def2-TZVPD" total_charge=-1 e_tot_ha=-2295.40265 multiplicity=1
C 1.73091 -3.66711 -0.02157
C 2.81034 -2.67784 0.44930
O 3.51871 -3.25751 1.59856
C 2.23062 -1.34936 0.87635
Al 1.90011 0.00083 -0.62192
C -0.07048 0.41473 -0.96936
C -1.13076 -0.64459 -0.58250
C -1.70229 -1.43629 -1.78800
C -1.57461 -2.95007 -1.65144
N -2.40498 -3.65400 -2.66972
C 2.77028 -0.55809 -2.37374
C 4.32222 -0.48980 -2.38927
C 5.05124 -1.80643 -2.36562
O 6.01395 -2.05896 -1.69185
O 4.59996 -2.74374 -3.25661
H 1.71182 -3.75504 -1.11237
H 0.74688 -3.36178 0.33965
H 1.92606 -4.67011 0.37475
H 3.57033 -2.56396 -0.33298
H 3.72088 -4.17682 1.39558
H 2.95410 -0.87563 1.54642
H 1.29382 -1.55328 1.41450
H 2.59980 1.40829 -0.16268
H -0.28550 1.36546 -0.46909
H -0.15733 0.59592 -2.04934
H -0.74834 -1.36385 0.15401
H -1.98325 -0.14036 -0.10835
H -1.18309 -1.13016 -2.70313
H -2.76254 -1.19871 -1.92952
H -1.89913 -3.28033 -0.66050
H -0.52124 -3.21278 -1.79690
H -2.73864 -4.52609 -2.27847
H -1.82603 -3.90032 -3.46354
H 2.40137 -1.54234 -2.70106
H 2.38754 0.14705 -3.12230
H 4.71621 0.12298 -1.57429
H 4.65305 -0.01556 -3.32511
H 3.63258 -2.73388 -3.24667
C -7.04254 4.92041 -6.46984
C -5.65334 4.84681 -6.47026
C -5.01734 3.70443 -6.01580
C -5.76818 2.63205 -5.55031
C -7.16099 2.71127 -5.53526
C -7.79480 3.85625 -6.00363
C -7.99039 1.58807 -5.00955
O -9.20257 1.65629 -5.00856
C -7.28115 0.38940 -4.48332
C -8.02777 -0.65038 -3.94206
C -7.38982 -1.77872 -3.45466
C -6.00371 -1.87784 -3.51028
C -5.25500 -0.84360 -4.04497
C -5.88730 0.29466 -4.52910
C -5.05893 1.40446 -5.07992
O -3.85350 1.31933 -5.14939
H -7.53734 5.81258 -6.83117
H -5.06677 5.68363 -6.82632
H -3.93853 3.63071 -6.01312
H -8.87509 3.90072 -5.99341
H -9.10484 -0.56191 -3.90662
H -7.97305 -2.58480 -3.02856
H -5.49779 -2.75715 -3.13265
H -4.17661 -0.92192 -4.08352
C 3.62726 3.83098 9.43236
C 5.00810 3.73872 9.57439
C 5.73551 2.89548 8.75243
C 5.08550 2.13409 7.78831
C 3.70014 2.21523 7.65631
C 2.97512 3.07109 8.47676
C 2.96974 1.38194 6.65166
O 1.76402 1.46485 6.54795
C 3.76966 0.45499 5.80839
C 3.11601 -0.36268 4.89447
C 3.84072 -1.23175 4.09319
C 5.22599 -1.27439 4.19731
C 5.88708 -0.46239 5.10404
C 5.16448 0.40068 5.91902
C 5.89307 1.24193 6.90183
O 7.10359 1.21417 6.99831
H 3.06033 4.49620 10.07092
H 5.51585 4.32794 10.32721
H 6.80985 2.81680 8.84628
H 1.90222 3.12928 8.35540
H 2.03881 -0.31177 4.81517
H 3.33995 -1.86963 3.37764
H 5.78518 -1.94755 3.56067
H 6.96457 -0.48947 5.19100

=====

(2)
106
Properties=species:S:1:pos:R:3 method="wB97M-V/def2-TZVPD" total_charge=+1 e_tot_ha=-3933.30013 multiplicity=1
C -3.33593 -1.89192 -3.37915
C -1.93679 -1.57050 -4.19227
C -1.36114 -0.13582 -3.61061
C -0.38973 0.64436 -4.72627
N -0.57026 -0.31165 -2.28922
C -1.06736 0.58865 -1.20277
C -0.30074 0.42512 0.27510
S -0.75866 1.43423 1.78227
O -0.35284 2.92366 1.45268
O -0.00181 1.06877 3.08068
C -2.61134 1.40994 2.06995
F -3.34420 0.68144 1.00207
F -3.07083 2.84746 1.99761
C -3.08348 0.77288 3.50473
F -4.56564 1.04554 3.61065
F -2.48824 1.47614 4.70104
C -2.91518 -0.85324 3.63036
F -4.27699 -1.44874 3.36281
F -1.99181 -1.46801 2.64896
F -2.51792 -1.28551 4.99540
C 0.88388 -0.73818 0.21145
N 1.62485 -0.99592 1.49944
C 1.38492 -2.35490 2.08998
C 3.06210 -0.56329 1.48433
C 3.67451 0.53817 0.43141
O 3.89817 -1.07861 2.40710
C 1.21236 -1.53692 -1.16951
B 2.41860 -2.69004 -1.34805
N 3.35810 -2.46159 -2.55408
O 2.58270 -3.87091 -0.48050
N 0.40802 -1.23718 -2.37780
H -4.09215 -2.43557 -4.09870
H -3.86224 -0.90559 -3.00648
H -3.07576 -2.53301 -2.41307
H -2.21753 -1.45357 -5.33143
H -1.17206 -2.45293 -4.10940
H -2.28730 0.56478 -3.46580
H -0.44954 1.81205 -4.49721
H -0.77354 0.40215 -5.81892
H 0.72755 0.29373 -4.57757
H -1.95245 1.36993 -1.34414
H 1.04491 -2.31403 3.23352
H 2.29315 -3.10254 2.02864
H 0.48452 -2.90776 1.53429
H 2.84162 1.37671 0.29257
H 4.57821 1.06944 1.00119
H 4.00882 0.04678 -0.58082
H 4.17243 -3.13945 -2.45428
H 2.80355 -2.88437 -3.35853
H 3.54868 -3.80198 -0.15368
C -3.46023 3.87959 5.46692
C -2.87474 5.11678 5.74024
C -3.61284 6.29104 5.57990
C -4.94403 6.21404 5.14771
C -5.53191 4.97386 4.86522
C -4.78287 3.80657 5.02658
N -5.73306 7.44309 5.00166
O -5.17148 8.52202 5.24300
O -6.91613 7.33139 4.64965
H -2.88247 2.96636 5.59883
H -1.84293 5.16563 6.08161
H -3.14212 7.24738 5.79713
H -6.56249 4.89989 4.52434
H -5.23118 2.83881 4.81279
C 3.49217 -3.96600 -9.15029
C 4.02226 -4.08035 -7.86418
C 3.66918 -3.15810 -6.87717
C 2.77678 -2.12322 -7.18928
C 2.24911 -2.00156 -8.48165
C 2.61182 -2.92823 -9.46113
N 2.38191 -1.16558 -6.14933
O 2.88513 -1.29553 -5.02346
O 1.56524 -0.28497 -6.45529
H 3.76605 -4.69081 -9.91504
H 4.70895 -4.89101 -7.63001
H 4.09090 -3.26099 -5.87971
H 1.55940 -1.20039 -8.73891
H 2.20524 -2.84411 -10.46654
C 9.62716 -7.52206 -5.55006
C 10.21265 -6.28487 -5.27673
C 9.47455 -5.11062 -5.43708
C 8.14336 -5.18761 -5.86927
C 7.55548 -6.42779 -6.15176
C 8.30452 -7.59508 -5.99039
N 7.35433 -3.95856 -6.01532
O 7.91591 -2.87963 -5.77398
O 6.17126 -4.07026 -6.36733
H 10.20492 -8.43529 -5.41814
H 11.24446 -6.23602 -4.93536
H 9.94527 -4.15427 -5.21985
H 6.52490 -6.50176 -6.49263
H 7.85621 -8.56284 -6.20418
C -5.40030 6.58852 8.52755
C -4.80053 5.94314 9.61010
C -5.55046 5.08415 10.41579
C -6.90533 4.87422 10.12421
C -7.51187 5.52680 9.04267
C -6.75237 6.38573 8.24577
N -7.69271 3.95274 10.95208
O -7.12486 3.40927 11.91118
O -8.87841 3.76778 10.64233
H -4.81010 7.25301 7.89881
H -3.74663 6.10743 9.82422
H -5.06831 4.58868 11.25568
H -8.56363 5.37684 8.80800
H -7.21330 6.89463 7.40209

=====

(3)
96
Properties=species:S:1:pos:R:3 method="wB97M-V/def2-TZVPD" total_charge=-2 multiplicity=1 e_above_lowest_ev=1.345
Cs 1.30811 1.82239 0.27693
C -4.24516 0.49665 0.62628
C -4.95027 -0.36534 1.44638
C -4.28188 -1.04171 2.46126
C -2.91801 -0.82648 2.63396
N -2.24237 0.00664 1.84663
C -2.88690 0.64237 0.87722
C -2.10197 -1.53262 3.69387
C -2.67548 -2.29837 4.70180
C -1.84026 -2.93024 5.61014
C -0.46748 -2.78555 5.49820
C 0.02337 -1.98739 4.47015
N -0.78255 -1.39218 3.59538
C 1.49278 -1.73705 4.26800
C 2.42199 -2.76572 4.33525
C 3.75330 -2.47740 4.05464
C 4.10690 -1.18184 3.73240
C 3.11088 -0.21020 3.71686
N 1.83042 -0.47553 3.97804
H -4.71589 1.04483 -0.18408
H -6.01004 -0.52916 1.29018
H -4.81486 -1.75226 3.08274
H -2.26625 1.26621 0.24852
H -3.75015 -2.39946 4.79171
H -2.26246 -3.52784 6.40954
H 0.20859 -3.26221 6.19742
H 2.10296 -3.78017 4.55038
H 4.49615 -3.26882 4.06257
H 5.12737 -0.91927 3.47707
H 3.34478 0.82155 3.46216
O 1.50206 5.99673 2.55044
C 1.61987 4.93109 1.90862
O 0.75822 4.23181 1.30519
C 3.06053 4.38040 1.81499
C 4.17479 5.19170 1.99874
C 5.43433 4.62923 1.82791
C 5.55302 3.28968 1.46457
C 4.39128 2.54922 1.31812
N 3.18687 3.08790 1.50747
C 4.37390 1.09680 0.85325
O 5.40107 0.70106 0.25311
O 3.31436 0.46013 1.08308
H 4.02520 6.23017 2.26483
H 6.32262 5.23548 1.96247
H 6.51081 2.81972 1.28518
O 0.23231 -4.10083 -0.06753
S -0.10095 -3.05071 -1.09117
C -1.17018 -3.86254 -2.30901
C -2.53675 -3.99300 -1.64764
C -2.82928 -2.62207 -1.03505
C -1.51948 -2.09842 -0.43313
H -0.69412 -4.81493 -2.54242
H -1.20081 -3.23269 -3.20709
H -2.48528 -4.75832 -0.86792
H -3.30423 -4.28259 -2.36730
H -3.61096 -2.68312 -0.27396
H -3.17915 -1.93730 -1.81073
H -1.44425 -2.24020 0.64379
H -1.35789 -1.04521 -0.66055
C 5.63505 1.93499 -2.84971
O 4.50212 1.15045 -3.23479
P 3.40217 0.56666 -2.15257
O 2.20443 0.36880 -3.26259
C 1.65954 1.53065 -3.91363
O 3.84290 -1.00171 -2.17748
C 3.77647 -1.90960 -1.06876
H 6.45731 1.67084 -3.51432
H 5.93321 1.75568 -1.81792
H 5.41410 2.99799 -2.97955
H 1.00718 1.17677 -4.71136
H 2.45538 2.13133 -4.36105
H 1.06904 2.15547 -3.24466
H 4.06806 -1.43806 -0.13897
H 4.45737 -2.72709 -1.29823
H 2.76960 -2.31678 -0.96792
C -6.03793 0.82328 -2.88469
C -4.67770 0.21643 -3.11681
C -4.52321 -1.00665 -3.75060
C -3.25714 -1.51912 -3.99434
Cl -3.10618 -3.05583 -4.83258
C -2.12962 -0.83055 -3.59140
C -2.26992 0.39406 -2.94002
C -3.53882 0.92751 -2.72127
O -3.79302 2.10833 -2.11870
C -2.70428 3.01883 -1.84448
C -1.81821 3.41701 -3.05050
O -2.42807 3.81798 -4.06459
O -0.59372 3.24396 -2.81401
H -6.80977 0.25255 -3.40495
H -6.05276 1.85694 -3.23818
H -6.28553 0.85127 -1.81734
H -5.39767 -1.55887 -4.08105
H -1.13741 -1.22519 -3.78763
H -1.37908 0.95224 -2.65934
H -2.06880 2.59624 -1.07106
H -3.18859 3.91015 -1.46283